{"formula": "C4H5N3O", "method": "ωB97M-V with the def2-TZVPD basis set", "homo_ev": -9.2, "homo_lumo_gap_ev": 9.7, "max_force_ev_per_a": 7.711, "e_lumo_ev": 0.568, "e_above_lowest_kj_mol": 698.5, "smiles": "C1=NN[C@H]2C=NO[C@H]12", "species": ["C", "C", "C", "C", "H", "H", "H", "H", "H", "N", "N", "N", "O"], "xyz": [[-1.768, 0.029, -0.194], [-0.481, 0.601, 0.054], [1.787, -0.059, 0.315], [0.424, -0.620, -0.024], [0.060, -2.028, -1.781], [-2.842, 0.524, -0.092], [0.127, 1.076, -0.889], [2.689, -0.688, 0.262], [0.043, -1.434, 0.687], [-0.251, -1.036, -1.353], [-1.470, -0.938, -1.069], [1.604, 0.990, 1.074], [0.121, 1.217, 1.292]], "lowdin_charge": [-0.082, -0.315, -0.074, -0.249, 0.195, 0.155, 0.196, 0.124, 0.169, -0.068, -0.049, 0.102, -0.104]}



{"formula": "H22HeO11", "method": "ωB97M-V with the def2-TZVPD basis set", "homo_ev": -10.4, "homo_lumo_gap_ev": 10.1, "max_force_ev_per_a": 0.908, "e_lumo_ev": -0.311, "e_above_lowest_kj_mol": 47.2, "species": ["He", "O", "H", "H", "O", "H", "H", "O", "H", "H", "O", "H", "H", "O", "H", "H", "O", "H", "H", "O", "H", "H", "O", "H", "H", "O", "H", "H", "O", "H", "H", "O", "H", "H"], "xyz": [[-0.160, -0.032, 0.337], [1.843, 0.616, 1.902], [2.121, 0.244, 1.065], [1.075, 1.145, 1.685], [0.998, -1.031, -3.643], [0.457, -0.243, -3.593], [0.417, -1.698, -4.010], [-1.879, 2.271, -1.071], [-1.945, 2.719, -1.915], [-1.935, 1.341, -1.289], [3.338, -0.456, -0.292], [4.128, -0.939, -0.050], [3.660, 0.294, -0.793], [-1.761, -3.664, 0.063], [-1.880, -3.163, 0.870], [-0.820, -3.622, -0.109], [-2.935, -1.238, 1.327], [-2.146, -1.003, 1.815], [-2.786, -0.891, 0.448], [-0.630, -0.969, 2.949], [0.192, -0.594, 2.633], [-0.786, -0.533, 3.787], [-0.346, 2.471, 1.244], [-1.043, 2.680, 1.865], [-0.790, 2.404, 0.398], [-2.054, -0.458, -1.260], [-2.697, -0.711, -1.922], [-1.444, -1.195, -1.224], [0.994, -2.114, -1.019], [1.638, -1.649, -0.485], [1.035, -1.684, -1.873], [2.097, 4.093, 1.055], [2.671, 4.090, 0.289], [1.371, 3.519, 0.813]], "lowdin_charge": [0.226, -0.073, -0.026, -0.037, -0.030, 0.048, 0.058, -0.043, 0.054, -0.015, -0.027, 0.071, 0.066, -0.058, 0.006, 0.005, -0.066, -0.027, -0.020, -0.048, -0.004, 0.057, -0.061, 0.069, -0.010, -0.067, 0.081, 0.026, -0.067, -0.009, -0.024, -0.055, 0.022, -0.021]}



{"formula": "C2H12N5", "method": "ωB97M-V with the def2-TZVPD basis set", "homo_ev": -13.3, "charge": 1, "homo_lumo_gap_ev": 10.9, "max_force_ev_per_a": 4.949, "e_lumo_ev": -2.316, "e_above_lowest_kj_mol": 177.9, "species": ["C", "C", "N", "N", "N", "N", "N", "H", "H", "H", "H", "H", "H", "H", "H", "H", "H", "H", "H"], "xyz": [[0.538, 0.000, 0.136], [-2.356, 0.153, 0.252], [1.625, -0.709, 0.118], [-0.709, -0.514, -0.074], [-2.498, 1.058, -0.862], [-3.122, -0.925, 0.144], [4.083, 0.364, -0.006], [0.674, 1.099, 0.433], [1.740, -1.700, 0.083], [2.616, -0.104, -0.069], [-0.653, -1.507, -0.290], [-2.213, 0.745, 1.239], [-2.831, 1.975, -0.556], [-3.183, 0.792, -1.541], [-3.937, -0.783, -0.385], [-3.111, -1.464, 0.979], [4.410, 1.182, -0.507], [4.155, 0.744, 0.941], [4.773, -0.405, -0.035]], "lowdin_charge": [-0.233, -0.370, 0.084, 0.076, 0.066, 0.098, 0.041, 0.166, 0.108, 0.082, 0.105, 0.173, 0.094, 0.077, 0.100, 0.109, 0.066, 0.072, 0.087]}



{"formula": "C3H12O2S", "method": "ωB97M-V with the def2-TZVPD basis set", "homo_ev": -8.4, "homo_lumo_gap_ev": 9.1, "max_force_ev_per_a": 0.900, "e_lumo_ev": 0.710, "e_above_lowest_kj_mol": 46.9, "smiles": "CCSC.O.O", "species": ["C", "C", "S", "C", "H", "H", "H", "H", "H", "H", "H", "H", "H", "H", "O", "H", "H", "O"], "xyz": [[-2.390, 0.482, -1.957], [-2.572, -0.963, -1.497], [-1.188, -2.021, -1.993], [-1.345, -2.021, -3.785], [-1.590, 0.926, -1.387], [-2.104, 0.528, -3.010], [-3.270, 1.123, -1.811], [-2.581, -0.984, -0.413], [-3.496, -1.371, -1.919], [-2.141, -1.362, -4.110], [-1.549, -2.979, -4.225], [-0.396, -1.681, -4.215], [5.000, 3.957, 3.633], [5.551, 2.674, 4.240], [4.842, 3.008, 3.680], [3.437, 2.512, 5.504], [2.601, 1.633, 6.454], [2.551, 2.403, 5.868]], "lowdin_charge": [-0.177, -0.570, 0.779, -0.430, 0.061, 0.054, 0.074, 0.060, 0.070, 0.028, 0.019, 0.033, 0.045, 0.040, -0.049, -0.006, 0.037, -0.067]}



{"formula": "C4H9NO2", "method": "ωB97M-V with the def2-TZVPD basis set", "homo_ev": [-15.0, -14.9], "multiplicity": 2, "charge": 1, "homo_lumo_gap_ev": [10.6, 5.2], "max_force_ev_per_a": 4.131, "e_lumo_ev": [-4.377, -9.740], "e_above_lowest_kj_mol": 296.1, "species": ["O", "C", "N", "C", "C", "C", "O", "H", "H", "H", "H", "H", "H", "H", "H", "H"], "xyz": [[-0.625, -2.061, 1.824], [0.480, -1.644, 1.560], [0.818, -0.640, 0.788], [-0.087, 0.518, 0.509], [-0.195, 0.656, -1.088], [-1.372, 1.385, -1.582], [0.944, 1.370, -1.626], [1.381, -2.275, 1.980], [1.680, -0.644, 0.224], [0.360, 1.319, 1.092], [-1.015, 0.350, 1.029], [-0.282, -0.327, -1.591], [-1.153, 2.036, -2.407], [-1.823, 1.928, -0.785], [-2.018, 0.598, -1.999], [1.632, 1.536, -1.032]], "lowdin_charge": [0.240, -0.245, 0.178, -0.003, -0.356, -0.026, 0.000, 0.222, 0.199, 0.157, 0.133, 0.152, 0.102, 0.085, 0.107, 0.056]}



{"formula": "C3H8O2P", "method": "ωB97M-V with the def2-TZVPD basis set", "homo_ev": -3.0, "charge": -1, "homo_lumo_gap_ev": 7.1, "max_force_ev_per_a": 3.463, "e_lumo_ev": 4.108, "e_above_lowest_kj_mol": 216.1, "smiles": "C=[P@]([O-])(O)CC", "species": ["C", "C", "C", "O", "O", "P", "H", "H", "H", "H", "H", "H", "H", "H"], "xyz": [[-1.930, -1.338, 0.933], [1.849, 0.815, 0.224], [0.868, 0.046, -0.631], [-1.106, 1.596, 0.538], [-1.593, 0.062, -1.469], [-0.901, 0.210, 0.040], [-1.680, -1.204, 2.008], [-1.345, -2.226, 0.603], [1.565, 1.867, 0.234], [1.820, 0.454, 1.255], [2.872, 0.724, -0.154], [1.126, -1.016, -0.671], [0.851, 0.432, -1.653], [-2.395, -0.421, -1.260]], "lowdin_charge": [-0.278, -0.200, -0.344, -0.430, -0.295, 0.504, -0.125, -0.122, 0.056, 0.062, 0.052, 0.062, 0.063, -0.004]}



{"formula": "C5H14N2P", "method": "ωB97M-V with the def2-TZVPD basis set", "homo_ev": [-9.2, -13.6], "multiplicity": 3, "charge": 1, "homo_lumo_gap_ev": [6.5, 6.3], "max_force_ev_per_a": 8.033, "e_lumo_ev": [-2.703, -7.297], "e_above_lowest_kj_mol": 0.0, "species": ["C", "C", "C", "C", "C", "N", "N", "P", "H", "H", "H", "H", "H", "H", "H", "H", "H", "H", "H", "H", "H", "H"], "xyz": [[1.149, -0.596, 0.000], [0.107, 1.551, -0.318], [3.510, -0.978, 0.288], [-2.684, 0.510, -1.101], [-2.138, -0.938, 1.173], [0.014, 0.116, -0.198], [2.342, -0.117, 0.153], [-1.492, -0.760, -0.568], [0.840, -1.697, -0.198], [0.215, 1.850, -1.281], [-0.902, 2.045, -0.058], [0.921, 1.998, 0.342], [3.975, -1.234, -0.723], [3.301, -1.961, 0.705], [4.251, -0.332, 0.923], [-3.401, 1.153, -0.452], [-3.324, 0.021, -1.957], [-2.136, 1.242, -1.717], [-2.857, -0.171, 1.273], [-1.400, -0.732, 1.960], [-2.720, -1.904, 1.493], [2.428, 0.932, 0.261]], "lowdin_charge": [-0.324, -0.065, -0.051, -0.312, -0.234, -0.286, -0.041, 1.028, 0.126, 0.063, 0.120, 0.122, 0.114, 0.085, 0.131, 0.099, 0.089, 0.028, 0.000, 0.049, 0.097, 0.163]}



{"formula": "C3H8N3O", "method": "ωB97M-V with the def2-TZVPD basis set", "homo_ev": [-14.0, -12.5], "charge": 1, "homo_lumo_gap_ev": [7.6, 3.5], "max_force_ev_per_a": 4.754, "e_lumo_ev": [-6.449, -8.969], "e_above_lowest_kj_mol": 875.8, "species": ["C", "C", "C", "N", "N", "N", "O", "H", "H", "H", "H", "H", "H", "H", "H"], "xyz": [[-1.091, 2.015, 1.320], [0.451, 0.503, 1.621], [1.499, -1.863, -3.036], [0.034, 1.805, 1.868], [-1.669, 0.829, 0.756], [-0.658, -0.201, 0.748], [-0.377, -0.558, -0.475], [-1.670, 2.961, 1.198], [1.342, 0.308, 1.113], [0.560, -0.262, 2.587], [0.676, -1.510, -2.427], [1.588, -1.725, -4.117], [2.340, -2.155, -2.363], [-2.000, 0.816, -0.138], [-1.026, -0.964, 1.344]], "lowdin_charge": [-0.096, -0.112, 0.411, 0.088, 0.103, -0.239, -0.053, 0.158, 0.099, 0.195, 0.017, 0.067, 0.074, 0.095, 0.192]}